39
Properties=species:S:1:pos:R:3:mulliken_charge:R:1 method="wB97M-V/def2-TZVPD" homo_lumo_gap_ev="8.025 / 8.379" homo_ev="-13.00 / -13.02" total_energy_ha=-2094.15376 fmax_ev_per_a=2.34 charge=+1 spin_multiplicity=2
Cr -0.20156 -0.55651 -0.10976 -0.119
O -2.27270 -1.11326 -0.13729 -0.158
C -3.10294 0.04651 -0.37846 -0.517
C -2.44066 1.17945 0.37156 -0.672
N -1.01277 1.30683 -0.01770 0.195
C -0.84869 1.93444 -1.34696 -0.370
C -0.89464 0.83222 -2.43872 0.504
O -1.26567 1.07511 -3.55322 -0.591
O -0.46727 -0.32123 -1.98184 -0.482
C -0.26658 1.96424 1.07827 -0.611
C -0.12168 0.92719 2.23053 0.609
O 0.04093 1.27821 3.36413 -0.587
O -0.17681 -0.30630 1.77896 -0.462
H -2.60518 -1.84822 -0.66548 0.333
H -4.10017 -0.12998 0.02176 0.438
H -3.16961 0.24271 -1.45018 0.414
H -2.47707 0.94306 1.43462 0.351
H -2.96839 2.11925 0.20397 0.387
H 0.14472 2.37786 -1.41793 0.354
H -1.59480 2.70204 -1.54459 0.304
H -0.74448 2.87818 1.42966 0.461
H 0.74510 2.19042 0.74158 0.348
C 4.02672 -0.42264 -0.28869 -1.684
C 2.63952 -0.94495 -0.37955 0.977
O 1.68609 -0.19059 -0.12128 -0.197
C 2.36672 -2.32370 -0.78822 0.788
C 1.10738 -2.86985 -0.50598 -0.005
C 0.75876 -4.12859 -0.94210 -0.873
C 1.67226 -4.86226 -1.69059 -0.480
C 2.93098 -4.34536 -1.96148 -0.737
C 3.28797 -3.08859 -1.50191 -0.623
H 4.03018 0.59120 0.10105 0.339
H 4.48031 -0.42697 -1.28204 0.418
H 4.62952 -1.06366 0.35592 0.411
H 0.43565 -2.35272 0.18672 0.851
H -0.20378 -4.54902 -0.68439 0.449
H 1.40247 -5.84517 -2.05164 0.414
H 3.64066 -4.92267 -2.53788 0.420
H 4.27363 -2.69935 -1.71663 0.401

***

32
Properties=species:S:1:pos:R:3:mulliken_charge:R:1 method="wB97M-V/def2-TZVPD" homo_lumo_gap_ev=9.208 relative_energy_kcal_mol=124.7 homo_ev=-8.35 total_energy_ha=-598.25443 fmax_ev_per_a=4.68 charge=0 spin_multiplicity=1
C -2.80211 2.10864 2.11466 -0.558
C -2.39462 0.80343 2.41885 -0.582
C -2.25131 2.65961 0.98872 -0.377
C -1.89000 -0.02292 1.49836 -0.460
C -1.46571 1.91482 0.15858 1.223
C -1.40435 0.49906 0.31871 0.236
C 3.80507 -2.61869 -0.39801 -1.008
C 2.65506 -2.30129 0.20965 -0.284
C 1.27898 -2.10479 -0.38466 -0.746
C 0.46045 -1.00707 0.17107 -0.838
C 1.91030 0.92885 -0.21905 -0.101
C -0.67617 2.67946 -0.86225 -1.594
C -1.07680 -0.81446 -1.80443 -1.623
C -0.55889 -0.41232 -0.44808 1.162
N 2.72952 0.36089 -0.83562 -0.195
H -3.31710 2.66718 2.90139 0.353
H -2.64046 0.34886 3.44384 0.245
H -2.39619 3.78087 0.92944 0.271
H -1.96701 -1.14625 1.61284 0.382
H 4.68598 -2.90678 0.07251 0.302
H 3.73775 -2.67489 -1.44405 0.316
H 2.58212 -2.45677 1.29254 0.282
H 0.90952 -3.12800 -0.15965 0.270
H 0.77200 -0.56311 1.08407 0.542
H 1.31804 -2.04414 -1.49846 0.410
H -0.14600 1.89911 -1.42169 0.207
H -1.40056 3.32663 -1.39668 0.412
H 0.19459 3.25729 -0.55031 0.318
H -2.27631 -0.85425 -1.69486 0.294
H -0.66588 -1.69097 -2.21667 0.515
H -0.88933 -0.11545 -2.57625 0.322
H 3.17942 -0.37255 -1.30448 0.307